Formula: C4H4O
Source: the Open Molecules 2025 dataset
Level of theory: wB97M-V/def2-TZVPD

XYZ file:
```
9
Properties=species:S:1:pos:R:3:forces:R:3:lowdin_charge:R:1
O -2.464 0.160 -0.090 -0.744 0.193 -0.370 0.12
C -0.080 0.651 0.576 1.656 -0.796 -0.395 -0.09
C -1.286 0.050 -0.030 1.655 -1.691 1.244 -0.40
C -0.132 -0.843 0.104 -0.321 3.595 -2.798 0.01
C 0.949 0.361 -0.441 -4.533 -1.444 -1.511 -0.01
H 1.949 0.078 -0.390 1.501 -0.128 0.976 0.07
H 0.288 -1.794 0.164 0.158 -1.361 0.926 0.10
H 0.580 0.526 -1.458 0.800 0.500 0.295 0.10
H 0.197 0.811 1.565 -0.170 1.132 1.634 0.11
```
Forces are in eV/Å.

Results
Largest force on an atom (hartree/bohr): 0.09708
Energy (Eh): -229.918630
M (g mol⁻¹): 68.08
HOMO energy (eV): -9.69
Orbital gap (eV): 10.57
SMILES string: O=C1[C@H]2C[C@@H]12


Formula: C4H4O
Source: the Open Molecules 2025 dataset
Level of theory: wB97M-V/def2-TZVPD

XYZ file:
```
9
Properties=species:S:1:pos:R:3:forces:R:3:lowdin_charge:R:1
O 0.466 -0.747 1.043 0.056 -0.358 -0.091 -0.01
C 0.360 0.249 -0.933 0.593 0.039 0.021 -0.10
C 1.179 -0.321 -0.038 0.307 -0.387 -0.253 -0.13
C -0.918 0.348 -0.313 0.818 0.467 0.395 -0.10
C -0.813 -0.329 0.870 0.060 0.208 -0.015 -0.11
H 0.554 0.669 -1.908 0.411 0.098 0.224 0.11
H -1.507 -0.659 1.637 0.209 0.443 -0.110 0.12
H -1.157 1.379 -0.479 -2.484 0.017 -0.240 0.11
H 2.251 -0.369 0.011 0.030 -0.527 0.069 0.12
```
Forces are in eV/Å.

Results
Largest force on an atom (hartree/bohr): 0.04854
Energy (Eh): -229.981311
M (g mol⁻¹): 68.07
HOMO energy (eV): -8.82
Orbital gap (eV): 9.94
SMILES string: c1ccoc1


Formula: C4H4O2
Source: the Open Molecules 2025 dataset
Level of theory: wB97M-V/def2-TZVPD

XYZ file:
```
10
Properties=species:S:1:pos:R:3:forces:R:3:lowdin_charge:R:1
O 1.877 1.796 -0.499 -0.451 -0.295 -0.620 0.19
O 0.546 0.963 -2.222 0.553 0.348 0.489 0.20
C -0.414 -0.633 0.583 -0.022 0.007 -0.022 -0.19
C -1.249 -0.860 -0.394 0.103 0.006 0.160 -0.01
C 0.449 -0.372 1.528 -0.081 -0.017 -0.079 0.00
C 1.210 1.373 -1.358 -0.050 0.047 -0.071 -0.41
H -2.167 -0.289 -0.499 0.111 -0.057 0.072 0.07
H -1.040 -1.613 -1.150 0.000 0.069 0.134 0.07
H 1.228 0.367 1.363 -0.100 -0.106 0.083 0.04
H 0.419 -0.866 2.494 -0.064 -0.002 -0.145 0.06
```
Forces are in eV/Å.

Results
Largest force on an atom (hartree/bohr): 0.01598
Energy (Eh): -305.264037
M (g mol⁻¹): 84.07
HOMO energy (eV): -10.02
Orbital gap (eV): 10.66
SMILES string: C=C=C.O=C=O


Formula: C4H4O2
Source: the Open Molecules 2025 dataset
Level of theory: wB97M-V/def2-TZVPD

XYZ file:
```
10
Properties=species:S:1:pos:R:3:forces:R:3:lowdin_charge:R:1
O -0.200 2.305 -0.607 -0.278 0.100 -0.227 0.06
O 1.200 -0.312 -0.904 -0.069 -0.426 0.582 0.03
C 0.191 -1.226 -0.702 -0.272 -0.788 -1.103 -0.14
C -0.200 1.432 0.222 0.520 1.568 0.312 -0.34
C 0.630 0.246 0.270 -1.039 0.684 0.465 -0.20
C -0.805 -0.608 -0.064 1.509 -0.982 0.734 0.07
H -0.864 1.378 1.108 -0.069 0.645 0.037 0.13
H -1.728 -1.020 0.367 0.893 0.309 0.213 0.11
H 1.325 0.059 1.110 -1.103 -0.241 -0.064 0.17
H 0.451 -2.253 -0.800 -0.092 -0.870 -0.949 0.13
```
Forces are in eV/Å.

Results
Largest force on an atom (hartree/bohr): 0.03780
Energy (Eh): -305.126054
M (g mol⁻¹): 84.07
HOMO energy (eV): -9.25
Orbital gap (eV): 9.95


Formula: C4H4O2
Source: the Open Molecules 2025 dataset
Level of theory: wB97M-V/def2-TZVPD

XYZ file:
```
10
Properties=species:S:1:pos:R:3:forces:R:3:lowdin_charge:R:1
O 2.294 1.504 -0.019 -0.326 -4.913 0.489 0.06
O 2.842 -0.846 0.092 -5.377 -0.081 -1.177 0.01
C 0.649 -0.154 -0.428 -8.850 3.287 2.415 0.07
C -2.029 0.076 0.055 -0.788 6.193 0.826 -0.10
C -0.646 0.186 -0.159 10.218 -2.829 -3.070 0.00
C 1.995 0.283 -0.035 1.777 3.238 -0.979 -0.52
H -2.697 0.972 -0.381 1.492 -2.353 0.421 0.15
H -2.339 -0.864 -0.047 -1.749 -3.653 -0.723 0.04
H -2.020 0.329 1.115 -0.652 -0.197 0.561 0.10
H 1.950 -1.486 -0.193 4.255 1.309 1.238 0.19
```
Forces are in eV/Å.

Results
Largest force on an atom (hartree/bohr): 0.21465
Energy (Eh): -305.138695
M (g mol⁻¹): 84.07
HOMO energy (eV): -9.99
Orbital gap (eV): 9.63
SMILES string: CC#CC(=O)O


Formula: C4H4O2
Source: the Open Molecules 2025 dataset
Level of theory: wB97M-V/def2-TZVPD

XYZ file:
```
10
Properties=species:S:1:pos:R:3:forces:R:3:lowdin_charge:R:1
O 1.366 -0.710 -2.098 -1.136 0.279 2.963 0.10
O -0.471 -1.530 0.596 -0.856 -0.633 0.647 0.05
C 0.753 -0.811 -1.033 -0.029 -0.253 -4.017 -0.36
C -0.938 0.941 0.165 3.726 -0.250 -1.208 0.01
C -0.444 -0.461 -0.296 -0.512 2.503 -1.221 -0.22
C 0.823 -1.347 0.303 2.519 0.659 2.528 -0.01
H -1.104 1.657 -0.654 -0.201 -0.775 -0.064 0.09
H -1.795 0.804 0.738 -1.282 0.043 1.255 0.05
H -0.025 1.397 0.673 -1.519 -0.493 0.114 0.09
H 1.836 0.062 1.606 -0.709 -1.082 -0.997 0.19
```
Forces are in eV/Å.

Results
Largest force on an atom (hartree/bohr): 0.07827
Energy (Eh): -304.996804
M (g mol⁻¹): 84.07
HOMO energy (alpha / beta) (eV): -9.40 / -9.29
Orbital gap (alpha / beta) (eV): 8.38 / 7.59


Formula: C4H4O2
Source: the Open Molecules 2025 dataset
Level of theory: wB97M-V/def2-TZVPD

XYZ file:
```
10
Properties=species:S:1:pos:R:3:forces:R:3:lowdin_charge:R:1
O -1.899 -0.177 1.297 -0.354 -0.226 0.099 -0.04
O 2.216 0.798 0.719 -0.246 -0.443 -0.559 0.07
C 0.696 -0.410 -0.562 0.047 -0.657 -0.478 0.04
C -1.211 0.383 0.220 -0.114 0.701 0.080 -0.29
C 2.006 -0.088 -0.082 0.452 0.014 0.082 -0.26
C -0.502 -0.682 -0.632 0.732 0.553 0.219 0.05
H -1.584 -1.077 1.428 -0.070 0.130 0.065 0.09
H 2.774 -0.746 -0.491 0.576 -0.034 0.082 0.12
H -1.869 0.972 -0.417 -0.270 -0.167 0.024 0.12
H -0.408 1.056 0.562 -0.754 0.129 0.386 0.10
```
Forces are in eV/Å.

Results
Largest force on an atom (hartree/bohr): 0.01835
Energy (Eh): -305.132601
M (g mol⁻¹): 84.07
HOMO energy (eV): -10.15
Orbital gap (eV): 9.73
SMILES string: O=CC#CCO


Formula: C4H4O2
Source: the Open Molecules 2025 dataset
Level of theory: wB97M-V/def2-TZVPD

XYZ file:
```
10
Properties=species:S:1:pos:R:3:forces:R:3:lowdin_charge:R:1
O -0.731 0.227 0.901 -0.351 0.119 0.286 -0.06
O -2.673 -0.060 -0.207 0.511 -0.026 0.058 0.11
C 2.096 -0.792 -0.008 -0.564 0.513 0.032 0.12
C 0.202 1.038 0.174 0.050 -0.306 -0.020 -0.18
C -1.646 -0.506 0.214 -0.636 0.167 -0.331 -0.33
C 1.376 0.172 -0.014 0.300 -0.509 -0.036 -0.09
H -0.233 1.360 -0.777 0.089 0.061 0.137 0.13
H -1.397 -1.572 0.115 0.169 0.042 0.190 0.15
H 2.600 -1.722 0.065 0.393 0.043 -0.142 0.03
H 0.409 1.906 0.803 0.039 -0.104 -0.174 0.13
```
Forces are in eV/Å.

Results
Largest force on an atom (hartree/bohr): 0.01484
Energy (Eh): -305.196984
M (g mol⁻¹): 84.07
HOMO energy (eV): -10.58
Orbital gap (eV): 11.37
SMILES string: C#CCOC=O


Formula: C4H4O2
Source: the Open Molecules 2025 dataset
Level of theory: wB97M-V/def2-TZVPD

XYZ file:
```
10
Properties=species:S:1:pos:R:3:forces:R:3:lowdin_charge:R:1
O -0.104 1.507 -0.001 0.141 0.002 0.002 0.05
O 3.156 0.391 0.031 -0.399 -0.188 -0.006 0.21
C 2.096 -0.077 0.020 1.228 0.591 0.016 -0.16
C 0.913 -0.619 0.009 -0.969 -0.251 -0.010 -0.04
C -1.532 -0.392 -0.015 0.049 0.097 0.002 0.04
C -0.319 0.159 -0.003 -0.244 0.046 -0.005 -0.44
H -2.422 0.213 -0.024 -0.142 0.172 -0.001 0.05
H -0.953 1.965 -0.010 0.084 -0.081 0.001 0.11
H 0.828 -1.692 0.008 0.189 -0.134 0.002 0.12
H -1.664 -1.456 -0.016 0.064 -0.255 0.000 0.05
```
Forces are in eV/Å.

Results
Largest force on an atom (hartree/bohr): 0.02650
Energy (Eh): -305.248858
M (g mol⁻¹): 84.07
HOMO energy (eV): -8.37
Orbital gap (eV): 9.07
SMILES string: C=C(O)C=C=O


Formula: C4H4O2S
Source: the Open Molecules 2025 dataset
Level of theory: wB97M-V/def2-TZVPD

XYZ file:
```
11
Properties=species:S:1:pos:R:3:forces:R:3:lowdin_charge:R:1
S -2.933 0.210 0.119 1.474 -0.688 -0.461 1.03
O -4.092 -0.604 -0.216 -1.466 -0.086 0.089 -0.54
O -1.228 2.334 0.208 1.934 -1.146 -0.822 -0.08
C 0.326 0.604 -0.273 -0.875 -2.029 0.434 -0.08
C -1.667 -0.905 -0.058 -2.704 1.626 0.979 -0.32
C -0.088 1.948 -0.164 -1.846 2.552 0.927 -0.26
C -0.313 -0.618 -0.085 -0.014 1.580 -0.233 -0.14
H 1.325 0.455 -0.493 2.118 0.084 -0.172 0.07
H 0.276 -1.492 0.017 0.992 -0.601 -0.329 0.10
H 0.705 2.770 -0.313 -0.842 -1.223 -0.106 0.14
H -2.234 -1.851 -0.036 1.229 -0.069 -0.306 0.08
```
Forces are in eV/Å.

Results
Largest force on an atom (hartree/bohr): 0.06425
Energy (Eh): -703.379130
M (g mol⁻¹): 116.14
HOMO energy (alpha / beta) (eV): -8.97 / -8.96
Orbital gap (alpha / beta) (eV): 7.37 / 7.15